Density functional theory data (ωB97M-V/def2-TZVPD) for a cluster of 11 separate species, C31H48N12O17 in total.

Calculated total energy ... -3146.6797 hartree
HOMO level ... -0.157 Ha
Charge ... -2
HOMO-LUMO gap ... 0.289 Eh

Bonds (Å) are listed after each position.
Atoms and positions in Å:
1 H -2.94938 -2.90924 3.21119  N56 1.003
2 O 0.21044 1.07767 0.33431  C62 1.283
3 N 3.03636 -1.29636 2.04407  C39 1.344, H57 1.006, H102 1.001
4 N 1.41299 -2.16832 3.39550  H24 1.016, C39 1.367, H99 1.001
5 H -0.15558 -3.01202 -1.92087  N78 1.013
6 C 4.00418 2.95055 -1.97018  H59 1.083, C60 1.395, C68 1.386
7 C -3.41670 -5.52796 -0.17016  C31 1.394, C54 1.386, H80 1.085
8 H -3.09782 4.20535 1.48904  N51 1.003
9 C -2.58903 4.81088 -2.47259  C14 1.390, H32 1.086, C43 1.378
10 C -2.40275 -1.62446 4.63806  O34 1.223, N56 1.363, N79 1.375
11 H -2.48963 1.29682 4.12064  N101 1.002
12 H 6.93149 -1.75105 -2.58778  C106 1.085
13 H 1.24042 1.75820 -0.81036  O72 0.983
14 C -3.68906 4.87064 -3.31974  C9 1.390, H75 1.083, C95 1.393
15 H -0.92751 -0.40718 3.99583  N79 1.006
16 N -0.27189 -0.78614 -2.95521  H27 1.002, C44 1.364, H64 1.015
17 H -1.41312 1.55848 2.75803  N101 1.001
18 H -0.99429 2.72831 -0.74925  O94 0.974
19 H 4.41911 4.06874 1.65868  C33 1.084
20 C 3.37610 -0.46547 -3.34118  C65 1.386, H73 1.083, C98 1.395
21 H 2.47430 2.90413 1.08128  C25 1.081
22 C -4.33084 -1.06829 -0.70781  N28 1.377, O29 1.222, N63 1.366
23 O 2.86458 -0.87525 -1.03000  H82 0.968, C98 1.359
24 H 0.71440 -1.60761 2.91705  N4 1.016
25 C 3.17066 3.09433 0.27660  H21 1.081, C33 1.396, C60 1.388
26 H 7.26222 -1.31511 -4.84004  O41 0.962
27 H -0.11911 0.01563 -3.53566  N16 1.002
28 N -3.98129 -1.84773 0.37281  C22 1.377, H71 1.001, H76 1.008
29 O -5.48671 -0.80742 -1.00811  C22 1.222
30 C -1.41729 -4.31012 0.35705  O46 1.371, C54 1.373, C97 1.396
31 C -3.50536 -5.95172 1.15449  C7 1.394, C45 1.396, O84 1.369
32 H -1.87401 5.62752 -2.51546  C9 1.086
33 C 4.33042 3.79484 0.61353  H19 1.084, C25 1.396, C92 1.375
34 O -3.03577 -2.11719 5.56162  C10 1.223
35 C 5.50993 -1.15314 -4.15845  O41 1.391, C65 1.389, C106 1.385
36 H -0.23184 -3.95964 -3.38572  N78 1.001
37 O 3.61585 -2.42371 3.91212  C39 1.231
38 H -2.31558 -1.07238 -1.12742  N63 1.019
39 C 2.74530 -1.95347 3.17934  N3 1.344, N4 1.367, O37 1.231
40 O -0.84285 -0.85859 -0.07465  C62 1.286
41 O 6.39040 -1.21109 -5.23371  H26 0.962, C35 1.391
42 H -2.66702 -5.91821 3.07482  C45 1.085
43 C -2.33778 3.74163 -1.64025  C9 1.378, C47 1.398, O94 1.363
44 C -0.33213 -1.94862 -3.66527  N16 1.364, O58 1.232, N78 1.367
45 C -2.50788 -5.57877 2.05682  C31 1.396, H42 1.085, C97 1.388
46 O -0.40176 -3.48318 -0.04900  C30 1.371, H67 0.979
47 C -3.23448 2.66920 -1.67833  C43 1.398, H81 1.087, C83 1.385
48 H -5.34728 -6.30800 1.02301  O84 0.961
49 H 0.34637 2.25959 1.98044  N107 1.020
50 O -4.20825 2.95045 3.33279  C108 1.220
51 N -2.48161 3.56029 1.94777  H8 1.003, H55 0.999, C108 1.366
52 O -0.32667 -0.29213 2.00533  C62 1.291
53 H 0.84766 3.83657 2.55669  N107 1.008
54 C -2.29653 -4.81574 -0.56880  C7 1.386, C30 1.373, H70 1.082
55 H -1.49008 3.51724 1.83001  N51 0.999
56 N -2.43580 -2.05772 3.34575  H1 1.003, C10 1.363, H86 1.014
57 H 2.33551 -0.74247 1.58077  N3 1.006
58 O -0.31617 -1.98659 -4.89646  C44 1.232
59 H 3.87561 2.48937 -2.94213  C6 1.083
60 C 3.00895 2.66876 -1.03430  C6 1.395, C25 1.388, O72 1.351
61 H -4.95991 1.80691 -2.49366  C83 1.085
62 C -0.32162 -0.01592 0.74455  O2 1.283, O40 1.286, O52 1.291
63 N -3.23139 -0.78272 -1.46618  C22 1.366, H38 1.019, H88 1.002
64 H -0.24591 -0.85094 -1.94238  N16 1.015
65 C 4.23237 -0.66945 -4.41217  C20 1.386, C35 1.389, H66 1.081
66 H 3.89337 -0.47682 -5.42010  C65 1.081
67 H -0.39964 -2.57894 0.32499  O46 0.979
68 C 5.15549 3.63513 -1.61503  C6 1.386, C92 1.395, H105 1.083
69 N 1.51509 1.06486 3.86491  C74 1.357, H87 1.002, H103 1.015
70 H -2.15453 -4.57353 -1.61366  C54 1.082
71 H -4.69659 -2.12804 1.01421  N28 1.001
72 O 1.98736 1.88133 -1.43733  H13 0.983, C60 1.351
73 H 2.36285 -0.08973 -3.40867  C20 1.083
74 C 1.67802 2.37314 3.54286  N69 1.357, O85 1.231, N107 1.373
75 H -4.07098 5.76596 -3.79350  C14 1.083
76 H -3.00211 -1.84208 0.61206  N28 1.008
77 H -1.31263 -0.31133 5.75185  N79 1.000
78 N -0.36043 -3.08788 -2.91013  H5 1.013, H36 1.001, C44 1.367
79 N -1.44938 -0.65048 4.82062  C10 1.375, H15 1.006, H77 1.000
80 H -4.14663 -5.87966 -0.89131  C7 1.085
81 H -2.95843 1.74963 -1.16867  C47 1.087
82 H 2.27625 -0.10631 -1.02909  O23 0.968
83 C -4.25376 2.62111 -2.61536  C47 1.385, H61 1.085, C95 1.394
84 O -4.64878 -6.52047 1.64846  C31 1.369, H48 0.961
85 O 2.67924 3.03204 3.82296  C74 1.231
86 H -1.91087 -1.58429 2.61869  N56 1.014
87 H 2.21516 0.57769 4.39081  N69 1.002
88 H -3.38186 -0.29662 -2.32901  N63 1.002
89 H 5.11462 -1.80458 -0.82794  C96 1.084
90 O -5.50053 3.61484 -4.34414  H93 0.957, C95 1.380
91 O 6.41615 4.81926 0.06471  C92 1.380, H104 0.958
92 C 5.33623 4.03723 -0.29146  C33 1.375, C68 1.395, O91 1.380
93 H -5.23864 3.81697 -5.24260  O90 0.957
94 O -1.14689 3.66199 -0.98283  H18 0.974, C43 1.363
95 C -4.51945 3.75390 -3.38365  C14 1.393, C83 1.394, O90 1.380
96 C 4.98965 -1.46533 -1.84940  H89 1.084, C98 1.389, C106 1.392
97 C -1.48681 -4.71230 1.69158  C30 1.396, C45 1.388, H100 1.080
98 C 3.74769 -0.88113 -2.06256  C20 1.395, O23 1.359, C96 1.389
99 H 1.13107 -2.97257 3.92064  N4 1.001
100 H -0.82079 -4.27165 2.41911  C97 1.080
101 N -2.21190 1.81034 3.30595  H11 1.002, H17 1.001, C108 1.367
102 H 4.00423 -1.25720 1.79087  N3 1.001
103 H 0.74499 0.59859 3.39517  N69 1.015
104 H 7.29329 4.44194 -0.00877  O91 0.958
105 H 5.92454 3.69096 -2.37598  C68 1.083
106 C 5.93661 -1.42059 -2.86859  H12 1.085, C35 1.385, C96 1.392
107 N 0.67987 2.85919 2.73520  H49 1.020, H53 1.008, C74 1.373
108 C -3.08611 2.77448 2.88746  O50 1.220, N51 1.366, N101 1.367